No. 1
Computed, not measured: the molecule C7H11Cl, with wB97M-V/def2-TZVPD.

Computed properties:
Kohn-Sham gap in hartree: 0.366
Relative energy (zero: lowest compared OMol25 entry of this formula, charge and spin) in eV: 2.300
SMILES: CC1(Cl)[C@@H]2CCC[C@H]21
LUMO energy in eV: 1.01
HOMO level in eV: -8.95
E in eV: -19957.1302

Positions of all 19 atoms, in Å:
C1 2.140 1.346 0.422
C2 1.509 0.059 0.009
Cl1 2.737 -1.178 -0.420
C3 0.225 -0.335 0.685
C4 -0.919 -1.301 0.751
C5 -1.964 -0.567 -0.157
C6 -1.158 0.524 -1.025
C7 0.229 -0.070 -0.811
H1 2.758 1.201 1.321
H2 1.384 2.118 0.605
H3 2.772 1.609 -0.389
H4 -0.104 0.615 1.194
H5 -0.626 -2.264 0.341
H6 -1.369 -1.525 1.735
H7 -2.697 -0.023 0.491
H8 -2.511 -1.258 -0.829
H9 -1.217 1.531 -0.573
H10 -1.475 0.558 -2.047
H11 0.285 -1.038 -1.304

No. 2
Computed, not measured: the ion C7H11N2 with charge +1, with wB97M-V/def2-TZVPD.

Computed properties:
Kohn-Sham gap in hartree: 0.324
Relative energy (zero: lowest compared OMol25 entry of this formula, charge and spin) in eV: 4.952
SMILES: C#C[C@@](N)(C=C)/C=[NH+]/C
LUMO energy in eV: -4.71
Net charge: +1
HOMO level in eV: -13.51
E in eV: -10406.7672

Positions of all 20 atoms, in Å:
C1 2.361 1.611 1.287
C2 1.547 1.176 0.537
C3 0.658 0.295 -0.319
N1 0.022 1.024 -1.339
C4 1.540 -0.844 -0.579
C5 2.432 -0.713 -1.534
C6 -0.359 -0.175 0.773
N2 -1.658 -0.017 0.680
C7 -2.657 -0.201 1.696
H1 2.972 2.088 1.952
H2 -0.184 0.487 -2.115
H3 0.544 1.908 -1.475
H4 1.576 -1.654 0.197
H5 3.173 -1.550 -1.601
H6 2.576 0.152 -2.115
H7 0.215 -0.589 1.531
H8 -2.009 0.613 -0.056
H9 -2.516 0.311 2.714
H10 -2.605 -1.313 2.022
H11 -3.650 0.058 1.360

No. 3
Computed, not measured: a cluster of 2 separate species, C4H9O2 in total, with wB97M-V/def2-TZVPD.

Computed properties:
Kohn-Sham gap in hartree: 0.320
Relative energy (zero: lowest compared OMol25 entry of this formula, charge and spin) in eV: 2.356
LUMO energy in eV: -4.07
Net charge: +1
HOMO level in eV: -12.77
E in eV: -8378.5272

Positions of all 15 atoms, in Å:
H1 3.143 0.873 0.703
C1 1.105 0.644 0.066
C2 2.034 -0.266 -0.604
O1 2.654 0.992 -0.130
H2 0.942 0.545 1.140
H3 0.579 1.407 -0.509
H4 2.037 -0.288 -1.694
H5 2.376 -1.144 -0.056
O2 -3.135 0.545 -0.121
C3 -2.294 -0.324 0.453
C4 -1.247 -0.856 -0.219
H6 -3.780 0.882 0.511
H7 -2.433 -0.489 1.525
H8 -1.230 -0.811 -1.311
H9 -0.752 -1.711 0.246

No. 4
Computed, not measured: a cluster of 3 separate species, C7H15NO in total, with wB97M-V/def2-TZVPD.

Computed properties:
Kohn-Sham gap (alpha / beta) in hartree: 0.240 / 0.304
Relative energy (zero: lowest compared OMol25 entry of this formula, charge and spin) in eV: 7.726
LUMO energy (alpha / beta) in eV: 0.80 / 0.85
HOMO level (alpha / beta) in eV: -5.72 / -7.44
E in eV: -11032.9490

Positions of all 24 atoms, in Å:
C1 2.375 0.562 -0.037
C2 -2.638 -0.400 1.291
C3 -2.565 -0.102 -1.064
C4 2.473 2.051 0.076
C5 0.723 -2.158 0.146
N1 -1.998 -0.794 0.063
C6 0.293 -0.774 0.136
C7 0.116 0.435 0.141
O1 2.814 -0.005 -1.211
H1 2.668 0.590 -1.958
H2 2.764 -0.002 0.803
H3 -0.283 1.425 0.126
H4 -3.712 -0.664 1.294
H5 -2.181 -0.909 2.145
H6 -2.601 0.694 1.485
H7 -2.047 -0.385 -1.986
H8 -2.530 1.006 -0.985
H9 -3.633 -0.352 -1.200
H10 3.513 2.388 -0.034
H11 1.888 2.552 -0.704
H12 2.108 2.389 1.047
H13 1.543 -2.306 -0.561
H14 1.044 -2.474 1.140
H15 -0.134 -2.766 -0.153

No. 5
Computed, not measured: the molecule C2H3N3O, with wB97M-V/def2-TZVPD.

Computed properties:
Kohn-Sham gap in hartree: 0.385
Relative energy (zero: lowest compared OMol25 entry of this formula, charge and spin) in eV: 0.509
SMILES: Oc1ncn[nH]1
LUMO energy in eV: 0.50
HOMO level in eV: -9.97
E in eV: -8639.9853

Positions of all 9 atoms, in Å:
O1 -1.854 -0.704 0.289
C1 -0.569 -0.355 0.078
N1 0.426 -1.099 -0.338
C2 1.474 -0.228 -0.278
N2 1.186 0.986 0.141
N3 -0.143 0.892 0.354
H1 -2.357 -0.615 -0.530
H2 2.488 -0.505 -0.534
H3 -0.652 1.627 0.816

No. 6
Computed, not measured: a cluster of 14 separate species, C28H84O14 in total, with wB97M-V/def2-TZVPD.

Computed properties:
Kohn-Sham gap in hartree: 0.362
Relative energy (zero: lowest compared OMol25 entry of this formula, charge and spin) in eV: 1.291
LUMO energy in eV: 0.29
HOMO level in eV: -9.57
E in eV: -59060.4830

Positions of all 126 atoms, in Å:
C1 17.427 -20.364 23.310
C2 15.999 -19.850 23.451
O1 15.881 -18.591 22.814
H1 17.625 -21.260 23.895
H2 18.138 -19.598 23.632
H3 17.630 -20.534 22.252
H4 15.667 -19.715 24.485
H5 15.387 -20.604 22.933
H6 15.129 -18.123 23.209
C3 14.515 -15.296 23.815
C4 13.535 -16.120 24.617
O2 13.804 -17.510 24.442
H7 14.238 -14.237 23.839
H8 14.455 -15.566 22.757
H9 15.536 -15.367 24.184
H10 12.490 -15.995 24.321
H11 13.631 -15.872 25.682
H12 12.955 -17.999 24.485
C5 8.708 -15.229 20.339
C6 7.782 -14.024 20.480
O3 8.527 -12.815 20.565
H13 9.267 -15.342 21.272
H14 9.431 -15.010 19.553
H15 8.139 -16.127 20.093
H16 7.118 -14.178 21.341
H17 7.102 -13.951 19.630
H18 9.093 -12.908 21.351
C7 12.124 -17.419 21.546
C8 12.126 -16.733 20.170
O4 12.452 -17.673 19.154
H19 11.846 -16.730 22.345
H20 13.143 -17.781 21.731
H21 11.498 -18.310 21.595
H22 12.822 -15.893 20.167
H23 11.109 -16.402 19.952
H24 13.390 -17.893 19.237
C9 10.659 -15.081 16.760
C10 12.088 -14.619 17.031
O5 12.058 -13.208 17.168
H25 10.339 -14.765 15.768
H26 9.939 -14.743 17.501
H27 10.665 -16.178 16.762
H28 12.740 -14.914 16.198
H29 12.440 -15.117 17.945
H30 12.916 -12.845 17.460
C11 12.594 -13.528 20.083
C12 12.326 -12.038 20.166
O6 12.197 -11.659 21.537
H31 13.018 -13.835 19.127
H32 11.674 -14.093 20.215
H33 13.355 -13.764 20.831
H34 11.447 -11.719 19.593
H35 13.150 -11.498 19.679
H36 12.233 -10.696 21.561
C13 7.006 -16.817 23.426
C14 8.271 -17.405 24.054
O7 9.342 -17.354 23.101
H37 7.243 -15.843 22.999
H38 6.206 -16.640 24.153
H39 6.552 -17.469 22.677
H40 8.060 -18.415 24.419
H41 8.542 -16.768 24.897
H42 9.108 -18.014 22.434
C15 15.491 -14.291 18.229
C16 15.649 -12.873 17.713
O8 14.492 -12.114 18.099
H43 14.965 -14.386 19.178
H44 16.461 -14.777 18.345
H45 14.921 -14.887 17.513
H46 15.853 -12.911 16.640
H47 16.509 -12.368 18.166
H48 14.744 -11.187 18.048
C17 15.611 -20.048 18.659
C18 15.831 -18.976 19.709
O9 15.416 -17.685 19.191
H49 15.674 -21.052 19.085
H50 16.363 -19.945 17.876
H51 14.601 -19.958 18.253
H52 16.856 -18.955 20.079
H53 15.163 -19.101 20.566
H54 16.182 -17.113 19.296
C19 12.765 -21.510 20.558
C20 13.730 -22.569 21.062
O10 12.961 -23.725 21.419
H55 13.294 -20.649 20.132
H56 12.184 -21.032 21.345
H57 12.163 -21.897 19.738
H58 14.291 -22.247 21.941
H59 14.460 -22.792 20.281
H60 13.291 -24.043 22.262
C21 12.078 -21.181 24.602
C22 11.120 -20.169 24.011
O11 11.430 -18.869 24.557
H61 13.112 -20.840 24.571
H62 12.042 -22.093 23.995
H63 11.826 -21.509 25.610
H64 10.092 -20.369 24.321
H65 11.193 -20.167 22.924
H66 10.686 -18.299 24.292
C23 13.830 -17.625 15.703
C24 15.221 -17.006 15.574
O12 15.850 -17.431 14.366
H67 13.842 -18.668 16.018
H68 13.250 -17.526 14.785
H69 13.265 -17.061 16.456
H70 15.824 -17.287 16.440
H71 15.115 -15.923 15.506
H72 16.430 -18.178 14.520
C25 11.285 -20.360 16.819
C26 10.694 -19.023 16.369
O13 10.233 -18.312 17.510
H73 11.350 -21.048 15.967
H74 10.564 -20.819 17.493
H75 12.306 -20.312 17.201
H76 9.872 -19.282 15.699
H77 11.339 -18.378 15.772
H78 11.027 -18.202 18.062
C27 10.006 -14.432 24.802
C28 10.908 -13.863 23.724
O14 10.218 -12.865 23.001
H79 9.770 -13.689 25.562
H80 10.489 -15.283 25.288
H81 9.089 -14.813 24.348
H82 11.235 -14.667 23.048
H83 11.844 -13.493 24.161
H84 10.895 -12.348 22.495